(1)
Below is a cluster of 2 separate species, C4H13NOS in total, with properties calculated with wB97M-V/def2-TZVPD.

Results
Energy above the lowest of the compared OMol25 structures with the same formula, charge and spin in eV: 0.4243
M in g mol⁻¹: 123.2
E in a.u.: -688.3731
Strongest force on any atom in eV Å⁻¹: 0.950
Orbital gap in eV: 9.33
SMILES: CSCCCN.O

```
! RIJCOSX wB97M-V def2-TZVPD def2/J DEFGRID3
* xyz 0 1
C 2.237 1.884 -1.665
S 1.632 2.206 0.010
C 0.844 0.620 0.447
C -0.672 0.563 0.130
C -1.495 -0.052 1.270
N -1.289 -1.504 1.342
H 2.624 2.853 -1.983
H 3.090 1.218 -1.679
H 1.477 1.444 -2.300
H 1.328 -0.207 -0.057
H 1.023 0.547 1.516
H -1.045 1.573 -0.048
H -0.782 -0.035 -0.772
H -2.531 0.194 1.040
H -1.262 0.473 2.203
H -0.349 -1.647 1.703
H -1.850 -1.906 2.105
O -0.647 -2.781 -1.262
H -0.840 -2.343 -0.416
H -1.493 -3.102 -1.585
*
```



(2)
Below is a cluster of 3 separate species, C2H9NO4 in total at a distorted geometry, with properties calculated with wB97M-V/def2-TZVPD.

Results
Energy above the lowest of the compared OMol25 structures with the same formula, charge and spin in eV: 2.1180
M in g mol⁻¹: 111.1
E in a.u.: -436.9245
Strongest force on any atom in eV Å⁻¹: 4.978
Expectation value of S²: 0.7550
Orbital gap (spin up / spin down) in eV: 8.29 / 3.06

```
! RIJCOSX wB97M-V def2-TZVPD def2/J DEFGRID3
* xyz 1 2
O 0.610 0.082 -0.018
C -0.074 1.117 0.054
O -0.188 2.027 -0.903
C -1.138 1.499 1.103
N -0.993 1.075 2.447
H 0.502 1.895 -1.604
H -1.462 2.513 1.071
H -2.107 1.199 0.708
H -1.505 0.143 2.743
H -0.019 0.997 2.979
H -0.087 -2.642 -0.132
H 0.932 -1.557 -0.205
O 0.720 -2.457 -0.538
H 1.877 -1.411 -2.145
H 1.333 -2.669 -2.562
O 1.598 -1.810 -2.999
*
```



(3)
Below is an isolated molecule of C5H13NO at a distorted geometry, with properties calculated with wB97M-V/def2-TZVPD.

Results
Energy above the lowest of the compared OMol25 structures with the same formula, charge and spin in eV: 1.7238
M in g mol⁻¹: 103.2
E in a.u.: -328.2555
Strongest force on any atom in eV Å⁻¹: 2.748
Orbital gap in eV: 9.79
SMILES: CC(C)CNCO

```
! RIJCOSX wB97M-V def2-TZVPD def2/J DEFGRID3
* xyz 0 1
C -2.793 0.521 0.369
C -1.428 -0.119 0.078
C -1.368 -0.571 -1.458
C -0.285 0.764 0.592
N 0.988 0.466 -0.035
C 1.910 -0.464 0.662
O 3.039 -0.608 -0.150
H -3.628 0.046 -0.191
H -2.784 0.488 1.556
H -2.665 1.604 0.130
H -1.482 -1.031 0.685
H -0.992 0.307 -1.979
H -0.696 -1.442 -1.495
H -2.360 -0.807 -1.916
H -0.051 0.665 1.662
H -0.554 1.809 0.359
H 0.893 0.162 -0.983
H 2.160 0.023 1.618
H 1.434 -1.419 0.946
H 3.344 0.296 -0.284
*
```



(4)
Below is a cluster of 6 separate species, C6H22O6 in total, with properties calculated with wB97M-V/def2-TZVPD.

Results
Energy above the lowest of the compared OMol25 structures with the same formula, charge and spin in eV: 0.7798
M in g mol⁻¹: 190.2
E in a.u.: -693.2470
Strongest force on any atom in eV Å⁻¹: 0.839
Orbital gap in eV: 9.65
SMILES: C/C=C/CCCO.O.O.O.O.O

```
! RIJCOSX wB97M-V def2-TZVPD def2/J DEFGRID3
* xyz 0 1
C 0.178 -0.079 2.975
C -0.021 0.946 1.894
C -1.198 1.186 1.342
C -1.445 2.232 0.280
C -0.783 1.960 -1.078
C -1.045 0.581 -1.654
O -2.415 0.122 -1.483
H 0.009 0.333 3.959
H -0.477 -0.939 2.842
H 1.190 -0.472 2.977
H 0.873 1.489 1.583
H -2.039 0.591 1.668
H -2.520 2.354 0.147
H -1.088 3.200 0.638
H -1.112 2.726 -1.786
H 0.285 2.062 -0.988
H -0.832 0.549 -2.723
H -0.431 -0.169 -1.164
H -3.005 0.870 -1.370
O 2.481 1.065 -1.043
H 2.556 0.307 -0.416
H 3.317 1.553 -0.946
O 2.534 -1.742 -2.283
H 2.474 -0.770 -2.413
H 1.655 -1.972 -1.956
O -2.218 -1.893 0.366
H -2.337 -1.102 -0.207
H -2.800 -2.544 -0.024
O 2.767 -1.194 0.463
H 3.192 -1.632 -0.289
H 1.863 -1.534 0.426
O 0.421 -2.496 -0.109
H 0.473 -3.384 0.271
H -0.502 -2.203 0.100
*
```